# C24H30HfNOS

A molecular structure, C24H30HfNOS (ωB97M-V/def2-TZVPD, OMol25).

```
58
Properties=species:S:1:pos:R:3:forces:R:3:nbo_charge:R:1
Hf 0.19953 0.47423 0.61346 -0.6233 -0.0318 0.3853 2.39
C -2.41937 0.38318 -2.41574 0.0095 -0.0234 -0.0263 -0.67
C -1.84130 1.17216 -1.28410 0.0944 -0.0473 0.0092 0.02
C -2.46594 1.23063 -0.02203 0.0898 0.0147 -0.0179 -0.18
C -2.03375 2.12335 0.96886 0.0522 -0.0593 -0.1134 -0.21
C -0.92611 2.94175 0.73338 0.0305 -0.0679 0.0186 -0.26
C -0.23705 2.83268 -0.48488 0.0309 0.0792 -0.0381 -0.25
C -0.68137 1.95156 -1.47813 0.0015 -0.0714 0.0314 -0.26
H -2.83832 1.08680 -3.14081 -0.0128 0.0102 0.0125 0.29
H -3.22539 -0.27257 -2.09434 -0.0098 0.0119 -0.0051 0.25
H -1.66208 -0.19571 -2.94536 0.0105 0.0121 0.0106 0.26
H -3.35206 0.63185 0.15574 0.0084 -0.0159 0.0031 0.27
H -2.57485 2.19197 1.90501 0.0127 -0.0133 0.0118 0.29
H -0.62339 3.67128 1.47405 0.0370 -0.0165 0.0012 0.29
H 0.62623 3.45889 -0.67789 -0.0046 0.0077 0.0005 0.29
H -0.17067 1.91281 -2.43351 0.0279 0.0021 0.0117 0.29
C -1.58791 -1.84223 1.80914 -0.0344 -0.0814 0.0076 -0.42
N -0.59360 -1.61695 0.71923 -0.0515 0.0565 0.0226 -0.57
C -1.12809 -2.21357 -0.54027 -0.0113 -0.0532 -0.0924 -0.43
C 0.70164 -2.30447 1.05496 0.0785 -0.0801 0.0227 -0.26
C 1.84526 -1.77829 0.20432 -0.1008 0.2033 -0.0984 -0.03
C 2.95368 -2.58337 -0.00720 0.0739 0.0131 -0.0726 -0.20
C 3.99071 -2.13387 -0.81685 -0.0399 -0.0199 0.0279 -0.11
C 3.93055 -0.88123 -1.42349 0.0144 -0.0187 0.0021 -0.20
C 2.83796 -0.06318 -1.20626 0.0153 -0.0541 -0.0246 -0.14
C 1.77422 -0.48469 -0.38976 0.1691 -0.0681 -0.1295 -0.73
H -1.71929 -2.91434 1.96711 0.0100 -0.0021 -0.0102 0.25
H -2.54865 -1.42155 1.51774 0.0028 0.0111 0.0041 0.23
H -1.24783 -1.38906 2.73790 0.0178 0.0119 -0.0053 0.24
H -1.32259 -3.27485 -0.37524 0.0129 0.0034 0.0254 0.25
H -0.40312 -2.11163 -1.34553 0.0091 0.0422 0.0084 0.24
H -2.06519 -1.73614 -0.81244 0.0105 0.0391 0.0309 0.22
H 0.57458 -3.37889 0.90231 -0.0347 0.0013 -0.0025 0.26
H 0.89317 -2.16333 2.12108 -0.0271 0.0060 0.0075 0.24
H 2.99949 -3.57727 0.42318 -0.0008 0.0032 0.0002 0.25
H 4.84083 -2.77951 -0.99637 0.0017 0.0085 -0.0040 0.26
H 4.73267 -0.55755 -2.07394 0.0013 -0.0105 0.0031 0.25
H 2.80973 0.90845 -1.68662 -0.0216 0.0075 0.0122 0.23
C 5.65927 3.26184 -0.34291 0.0396 0.0057 0.0090 -0.66
C 4.72973 2.52135 0.56775 -0.0161 0.0058 -0.0092 0.06
C 3.45519 3.02636 0.86367 0.0055 0.0256 0.0048 -0.13
C 2.61234 2.37346 1.74653 0.0375 0.0158 0.0053 -0.28
C 3.04613 1.17795 2.32992 0.0240 0.0677 -0.0314 -0.31
C 4.29090 0.64148 2.04046 0.0249 -0.0776 0.0390 -0.16
C 5.12522 1.32595 1.16881 0.0147 0.0098 -0.0096 -0.16
S 1.97357 0.28650 3.39262 -0.0188 0.0558 -0.0666 1.31
C 1.68204 1.37989 4.76059 -0.0327 0.0333 0.0231 -0.79
O 0.59772 0.40816 2.58220 0.0896 0.0483 -0.0299 -1.08
H 5.15682 4.06737 -0.87357 -0.0062 -0.0063 -0.0063 0.24
H 6.12140 2.59195 -1.06843 -0.0236 -0.0128 0.0003 0.25
H 6.47373 3.70157 0.23741 -0.0176 0.0032 0.0147 0.27
H 3.15407 3.97463 0.43366 -0.0010 -0.0044 0.0014 0.23
H 1.67696 2.83556 2.04924 0.0125 0.0191 0.0084 0.23
H 4.61232 -0.29080 2.49012 0.0030 0.0050 -0.0122 0.26
H 6.10703 0.92258 0.95267 -0.0041 -0.0014 0.0035 0.26
H 1.39779 2.36560 4.39814 0.0076 0.0059 0.0266 0.26
H 2.62111 1.42653 5.31674 0.0016 -0.0053 -0.0024 0.30
H 0.90738 0.93389 5.38357 0.0095 -0.0033 0.0014 0.29
```
Positions in Å, forces in eV/Å.

DFT total energy: -1507.78377 hartree
charge: +3
LUMO energy: -0.383 Ha
multiplicity: 1
HOMO-LUMO gap: 0.2778 Ha
molecular weight: 559.07 g/mol
energy above the lowest of the compared OMol25 structures with the same formula, charge and spin: 11.9 kJ/mol


# C24H30N2O5

A single C24H30N2O5 molecule (ωB97M-V/def2-TZVPD, OMol25).

```
61
Properties=species:S:1:pos:R:3:forces:R:3:nbo_charge:R:1
C -2.35582 -3.95210 -0.98780 0.2997 0.3403 0.0525 -0.62
C -1.49416 -2.83024 -0.42962 -0.2672 -0.2107 0.2549 -0.06
H -0.79858 -3.22611 0.32383 -0.0467 0.1175 -0.0541 0.17
H -2.12679 -2.06547 0.04377 0.1317 -0.0493 -0.0151 0.17
O -0.77696 -2.26878 -1.50874 0.1726 0.1576 -0.1964 -0.51
C 0.05797 -1.21990 -1.26987 0.0569 -0.0464 -0.2474 0.33
C 0.27756 -0.63771 -0.03547 -0.0426 -0.0872 -0.0741 -0.30
C 1.11809 0.47212 0.08287 0.0144 0.1158 -0.4637 -0.15
C 1.71456 1.00055 -1.05061 -0.0788 -0.0134 0.4019 -0.16
C 1.52598 0.41076 -2.28998 -0.0935 -0.2036 -0.1792 -0.29
C 0.71608 -0.70503 -2.41120 -0.1587 -0.1618 0.1521 0.25
O 0.46463 -1.38154 -3.56911 0.0653 -0.0630 0.3515 -0.49
C 0.77218 -0.75799 -4.79699 0.2186 0.1566 -0.1931 -0.16
C 0.15218 0.63522 -4.98210 0.1621 -0.2850 -0.0198 0.65
O 0.85656 1.56297 -5.34245 0.3456 0.0921 -0.0913 -0.64
N -1.16262 0.76934 -4.74494 -0.1568 0.1434 0.0944 -0.43
C -2.10296 -0.28970 -4.43166 -0.2840 -0.4634 -0.1088 -0.23
H -1.57865 -1.13159 -3.98348 -0.0770 0.0941 -0.0799 0.24
C -3.17031 0.22246 -3.45335 0.1536 0.0487 0.1417 -0.41
C -2.55766 1.28276 -2.54361 -0.1645 0.0273 -0.0250 -0.39
C -2.17322 2.51543 -3.37059 0.0498 -0.1375 -0.0293 -0.41
C -1.75717 2.08980 -4.78624 0.0911 0.4504 -0.0136 -0.23
H -1.02081 2.77656 -5.20437 -0.1842 -0.0911 -0.0264 0.25
H -2.62523 2.05570 -5.45185 0.0403 0.0121 -0.0080 0.19
H -3.01595 3.20428 -3.44218 -0.0060 0.0617 0.0157 0.20
H -1.35145 3.03767 -2.88086 0.0011 0.0812 -0.0244 0.22
H -1.66836 0.86770 -2.06434 0.0016 0.0049 0.0723 0.20
H -3.25913 1.56272 -1.75705 0.0513 -0.0305 0.0686 0.21
H -4.01467 0.65603 -3.99255 -0.0596 -0.0360 -0.0150 0.20
H -3.54584 -0.61626 -2.86654 -0.0621 -0.0383 -0.0590 0.22
H -2.57872 -0.63378 -5.36101 0.0149 -0.0253 0.0880 0.19
H 1.85591 -0.64937 -4.92801 -0.2105 0.0534 0.0057 0.21
H 0.39366 -1.43781 -5.56640 0.0625 0.0808 0.0765 0.21
H 2.00637 0.83659 -3.15528 0.0472 0.0255 -0.1490 0.25
H 2.33626 1.87620 -0.95273 0.0531 0.0915 0.0108 0.24
C 1.37378 1.14098 1.39151 -0.0149 -0.0448 -0.0115 0.67
O 1.56150 2.33801 1.48053 0.0753 0.0915 0.0110 -0.61
N 1.39432 0.27407 2.44381 -0.0926 -0.5390 0.0723 -0.62
C 1.61697 0.53118 3.79693 -0.0024 0.0443 0.2097 0.19
C 1.83634 1.79589 4.31430 -0.0023 -0.0250 -0.0306 -0.25
C 2.05670 1.98460 5.67497 0.0107 -0.2212 0.1689 -0.01
C 2.05163 0.88199 6.51054 0.0169 0.1976 -0.0590 -0.21
C 1.83026 -0.39446 6.01067 -0.0578 -0.2721 -0.1640 -0.29
C 1.61146 -0.58336 4.65973 -0.0109 0.0067 -0.0282 0.25
O 1.37846 -1.80164 4.05649 0.0480 0.6058 -0.1259 -0.52
C 1.40157 -2.95268 4.86244 -0.0063 -0.2513 0.1228 -0.25
H 1.22017 -3.78920 4.18863 0.0172 0.0229 0.0969 0.20
H 2.37412 -3.08396 5.34698 -0.0433 0.0221 -0.0111 0.18
H 0.61591 -2.92561 5.62436 0.0453 0.0142 -0.0255 0.18
H 1.83299 -1.23056 6.69201 -0.0104 -0.1095 0.0129 0.22
H 2.22216 1.00525 7.56989 0.0232 0.0315 0.1043 0.21
C 2.28692 3.36759 6.20385 -0.0406 -0.0032 -0.0419 -0.63
H 2.56160 3.34260 7.25532 0.0238 0.0504 0.0656 0.21
H 1.38355 3.96670 6.09523 -0.0250 0.1041 0.0366 0.22
H 3.07944 3.86049 5.64409 0.0619 0.0944 0.0154 0.22
H 1.83853 2.63806 3.64244 0.0011 0.0265 -0.0567 0.25
H 1.29306 -0.71118 2.24313 0.0554 0.1707 -0.1074 0.42
H -0.24114 -1.01159 0.83371 -0.0711 -0.0718 0.0565 0.22
H -3.04623 -3.55743 -1.72821 -0.1024 0.0116 -0.0607 0.21
H -2.92031 -4.42011 -0.18643 -0.0694 -0.0597 0.0677 0.21
H -1.72669 -4.69717 -1.46643 0.0296 -0.1091 -0.0322 0.22
```
Positions in Å, forces in eV/Å.

DFT total energy: -1418.26778 hartree
charge: 0
SMILES string: CCOc1cc(C(=O)Nc2cc(C)ccc2OC)ccc1OCC(=O)N1CCCCC1
LUMO energy: 0.018 Ha
multiplicity: 1
HOMO-LUMO gap: 0.3124 Ha
molecular weight: 426.51 g/mol
energy above the lowest of the compared OMol25 structures with the same formula, charge and spin: 197.8 kJ/mol


# C24H30N2PdS2

A molecular structure, C24H30N2PdS2 (ωB97M-V/def2-TZVPD, OMol25).

```
59
Properties=species:S:1:pos:R:3:forces:R:3:nbo_charge:R:1
Pd -0.42752 -0.43817 0.02658 -0.0057 -0.0035 -0.0093 0.60
C 1.80259 -1.58620 -2.62943 -0.0366 -0.0023 0.0175 -0.64
C 2.49776 -2.08730 -1.39366 0.0765 0.0612 0.0240 -0.04
C 3.26717 -3.24257 -1.41913 0.0161 -0.0074 0.0311 -0.20
C 3.93342 -3.67576 -0.28169 -0.0111 0.0135 -0.0083 -0.16
C 3.83621 -2.96203 0.90148 0.0078 -0.0069 -0.0166 -0.20
C 3.08459 -1.79341 0.97789 -0.0975 -0.0853 -0.0281 -0.03
C 2.96990 -1.04488 2.27743 -0.0073 0.0310 0.0073 -0.65
C 2.43589 -1.37985 -0.18827 0.1646 -0.0577 -0.1141 0.12
N 1.59522 -0.21950 -0.14666 -0.1813 -0.0291 0.4174 -0.44
C 2.03928 0.98051 -0.06958 0.0063 -0.0564 -0.3614 0.35
C 3.47084 1.36408 -0.16504 0.0065 -0.0371 0.0180 -0.71
C 0.97701 2.03779 0.03995 -0.0664 -0.0001 0.2964 0.36
C 1.33988 3.47786 0.06305 -0.0442 0.0138 -0.0173 -0.71
N -0.21866 1.58690 0.15108 -0.0015 -0.1470 -0.3259 -0.44
C -1.37542 2.43081 0.21341 -0.0587 0.1624 0.1045 0.12
C -1.81779 3.08608 -0.93752 -0.0895 -0.0944 0.0349 -0.03
C -1.12523 2.98090 -2.26883 0.0369 -0.0020 -0.0131 -0.65
C -2.97848 3.84805 -0.82372 -0.0103 -0.0006 0.0196 -0.20
C -3.65610 3.94924 0.37825 0.0167 -0.0067 0.0064 -0.15
C -3.19380 3.27794 1.50264 -0.0071 0.0203 -0.0324 -0.20
C -2.04718 2.50047 1.44151 0.0613 0.0592 -0.0238 -0.04
C -1.51217 1.80680 2.66424 -0.0076 -0.0387 -0.0213 -0.64
H 1.89459 -2.30675 -3.43889 -0.0014 0.0044 -0.0029 0.25
H 2.23063 -0.64305 -2.97555 0.0010 0.0102 0.0015 0.23
H 0.73454 -1.40759 -2.46017 0.0060 0.0012 -0.0047 0.20
H 3.35168 -3.80093 -2.34256 -0.0024 -0.0029 -0.0011 0.23
H 4.53054 -4.57671 -0.31797 -0.0016 -0.0030 -0.0006 0.24
H 4.35000 -3.31248 1.78746 0.0011 -0.0051 0.0013 0.24
H 3.18201 -1.70973 3.11185 0.0078 0.0078 0.0066 0.25
H 1.97145 -0.62907 2.42926 0.0006 0.0023 0.0044 0.21
H 3.68692 -0.22263 2.33690 -0.0044 0.0137 -0.0216 0.23
H 4.10508 0.49408 -0.31039 0.0018 0.0049 -0.0044 0.27
H 3.78848 1.89390 0.73512 -0.0085 -0.0109 0.0198 0.27
H 3.60122 2.05360 -1.00258 0.0123 0.0148 0.0101 0.27
H 2.23233 3.63711 0.66624 0.0030 0.0095 0.0127 0.26
H 0.51993 4.07851 0.45024 0.0052 0.0054 -0.0205 0.27
H 1.56892 3.82108 -0.94999 0.0103 -0.0205 -0.0099 0.27
H -0.48451 2.10197 -2.34800 -0.0004 -0.0062 -0.0010 0.20
H -0.51401 3.86390 -2.46737 0.0155 -0.0013 0.0167 0.24
H -1.86276 2.92395 -3.06773 0.0080 0.0113 -0.0111 0.25
H -3.34950 4.36701 -1.69850 -0.0063 0.0012 -0.0013 0.24
H -4.54963 4.55511 0.44250 -0.0046 -0.0045 -0.0007 0.24
H -3.72196 3.36791 2.44313 -0.0030 -0.0009 0.0009 0.23
H -2.18665 1.94359 3.50639 0.0043 -0.0018 0.0009 0.25
H -0.53530 2.19946 2.95414 0.0090 0.0018 -0.0019 0.23
H -1.38850 0.72879 2.50939 0.0054 0.0036 -0.0012 0.20
C -4.57773 -2.49100 0.05767 0.0003 0.0307 -0.0031 -0.69
C -3.14261 -2.10539 0.05296 0.0528 0.0374 -0.0635 -0.09
S -2.73177 -0.52561 0.10636 0.0808 -0.0164 0.1028 0.37
C -2.09230 -3.15714 -0.01731 0.0388 0.0521 -0.0004 -0.09
C -2.47179 -4.59288 -0.11650 0.0588 -0.0025 -0.0104 -0.70
S -0.51095 -2.74552 -0.02974 -0.0118 0.0901 -0.0319 0.37
H -5.21977 -1.62630 0.20340 -0.0017 0.0007 -0.0344 0.27
H -4.77636 -3.22103 0.84442 -0.0057 0.0106 0.0255 0.27
H -4.83161 -2.96785 -0.89447 0.0090 -0.0337 0.0091 0.28
H -3.39194 -4.81871 0.41605 0.0010 0.0018 0.0409 0.26
H -1.67043 -5.23469 0.24372 0.0078 -0.0025 -0.0347 0.27
H -2.63569 -4.83268 -1.17346 -0.0568 0.0101 0.0026 0.28
```
Positions in Å, forces in eV/Å.

DFT total energy: -1965.79669 hartree
charge: +2
LUMO energy: -0.329 Ha
multiplicity: 1
HOMO-LUMO gap: 0.2025 Ha
molecular weight: 517.07 g/mol
energy above the lowest of the compared OMol25 structures with the same formula, charge and spin: 0.0 kJ/mol


# C24H30N4O3

A molecular structure, C24H30N4O3 (ωB97M-V/def2-TZVPD, OMol25).

```
61
Properties=species:S:1:pos:R:3:forces:R:3:nbo_charge:R:1
C 1.43393 1.98476 -2.78413 1.7986 -2.5552 -3.8501 -0.65
H 1.64609 2.64044 -3.66843 -0.6314 -0.2341 0.5426 0.22
H 0.33779 1.74213 -2.76151 1.0719 0.7764 0.7669 0.23
H 1.90446 0.98186 -3.17793 -0.8300 1.3485 0.5521 0.20
C 2.27982 2.43252 -1.67377 -6.0268 0.7961 6.0132 -0.18
C 3.68221 2.71905 -1.65097 3.0508 -4.4826 1.3552 -0.62
H 4.08288 3.17052 -0.67249 -0.7009 -0.9295 -1.6490 0.26
H 3.93308 3.28141 -2.45518 0.9654 2.2191 -2.3719 0.22
H 4.25128 1.62883 -1.95939 -0.9977 2.7733 1.2150 0.17
H 1.69332 3.33686 -1.19122 1.3013 -1.3567 -0.8945 0.21
C 1.93685 1.19943 -0.22941 3.0798 8.1935 -6.3351 -0.14
N 0.66840 0.86004 -0.14578 -2.2171 11.4218 -1.9232 -0.46
C 0.26519 -0.24924 -0.12388 -4.6517 -13.7772 4.6343 0.71
O 0.85712 -1.33007 0.23522 0.2511 1.7405 -1.7332 -0.71
C -1.24221 -0.37683 0.15714 -1.2320 5.0993 4.4966 0.00
N -1.68925 1.20102 0.19256 3.1639 -3.5060 -2.0300 -0.44
C -0.60425 1.97006 -0.32012 -1.4930 -5.8302 3.1626 0.85
O -0.56794 3.10590 -0.42019 1.1873 3.5687 -1.2561 -0.50
C -3.05065 1.32733 -0.27574 4.8698 11.5696 10.0159 -0.20
H -3.10056 2.60820 -0.13628 -0.4638 -3.0722 -0.4842 0.20
H -3.58507 1.06495 0.50066 -2.9904 -1.8347 3.9672 0.22
C -3.42781 0.97723 -1.41935 -1.2639 -5.9034 -15.1555 -0.48
C -2.99219 -0.55157 -1.63111 0.7167 0.4003 -0.1220 -0.05
C -2.08396 -0.96984 -0.75125 0.4106 -6.8149 -4.9226 0.16
N -1.62768 -2.61487 -1.25167 -9.7597 12.2710 -7.4682 -0.56
C -2.60580 -2.71829 -2.36013 4.4273 3.1649 6.6626 0.11
C -2.64606 -3.71811 -3.14794 1.9434 -11.3157 -1.2101 -0.19
C -3.59613 -4.03928 -4.01244 -2.0200 10.1062 1.3120 -0.17
C -4.33921 -2.64740 -4.33485 -2.2771 -8.8429 -5.1100 -0.17
C -4.27786 -1.52433 -3.73041 6.5634 -5.0909 6.3070 -0.23
C -3.30553 -1.63597 -2.61655 -2.9442 6.1315 0.3175 -0.05
H -4.68668 -0.75529 -4.04636 -3.8653 7.3455 -2.4169 0.20
H -5.05671 -2.86192 -5.22857 1.1803 0.9845 1.4715 0.19
H -3.63045 -4.69993 -4.72285 -0.2927 -4.1320 -3.3251 0.20
H -2.05120 -4.65739 -2.78127 -0.3079 1.7577 -0.8898 0.20
H -1.14758 -3.08429 -0.70746 5.4865 -6.4803 6.1810 0.37
H -4.37043 0.89485 -1.86499 -2.6385 0.4801 1.1656 0.27
H -3.09112 1.65105 -2.26529 0.8860 -0.8496 0.6131 0.22
C -1.72569 -0.92184 1.63777 -3.8924 12.4473 1.0715 -0.53
H -1.38553 -0.24453 2.57925 0.0539 -1.4616 -2.4656 0.21
H -1.39801 -1.75453 1.69662 4.0895 -10.7976 1.1851 0.17
H -2.87525 -0.90110 1.91195 2.0386 -0.1093 -1.6867 0.22
H 2.50525 0.47685 -0.64800 2.0345 -2.5433 -0.5414 0.24
C 2.50813 1.87518 0.95074 -4.1354 -14.8202 -2.7785 0.71
O 2.85847 2.81965 1.37831 3.6409 11.8408 3.3824 -0.52
N 2.46526 0.66454 1.67829 2.9899 7.2799 6.6062 -0.68
H 2.21285 -0.15998 1.39024 -1.8154 -5.6009 -2.2005 0.40
C 2.77555 0.87184 3.07581 1.7069 -4.4923 3.4018 -0.02
C 3.80459 -0.51730 3.64558 -5.4615 4.0755 3.7547 -0.38
H 4.51594 -0.63825 3.01555 4.2609 -1.4661 -4.8273 0.19
H 4.34027 -0.17309 4.53474 -0.3625 0.1903 0.3252 0.18
C 2.78638 -1.55818 3.98468 -2.5115 2.0067 -0.9281 -0.41
H 3.14865 -2.45042 4.46393 -0.1042 -0.1731 0.5602 0.22
H 2.27114 -1.83416 3.03894 0.4660 -0.3933 0.3182 0.19
C 1.52706 -0.66916 4.70065 10.8162 1.5161 5.3036 -0.33
H 1.77923 -0.61106 5.93927 -0.4670 -0.3603 -3.0608 0.16
H 0.80012 -1.25394 4.67081 -7.0660 -4.2281 -0.8021 0.18
C 1.61583 0.69064 4.17184 -3.9069 2.2499 -3.3349 -0.47
H 0.66625 0.64971 3.50514 1.1179 0.6834 0.4183 0.20
H 1.23659 1.55017 4.87749 1.7357 -1.4915 -1.1265 0.24
H 3.37085 1.74514 3.23372 0.0219 0.5068 -0.1791 0.22
```
Positions in Å, forces in eV/Å.

DFT total energy: -1376.57504 hartree
charge: 0
LUMO energy: 0.019 Ha
multiplicity: 1
HOMO-LUMO gap: 0.3265 Ha
molecular weight: 422.53 g/mol
energy above the lowest of the compared OMol25 structures with the same formula, charge and spin: 2168.5 kJ/mol